# 1
C6H13NO2 in the gas phase, computed with wB97M-V/def2-TZVPD.

Last column: natural (NBO) charge in e.
Geometry (Å):
O1 1.687 -0.062 0.139  -0.4149
O2 1.320 1.528 -1.563  -0.7075
N1 0.831 -0.653 1.057  -0.3260
C1 0.895 0.272 -1.155  0.4996
C2 -0.500 1.286 1.627  -0.6179
C3 -1.564 -0.988 1.405  -0.6209
C4 1.293 -0.735 -2.226  -0.6360
C5 -0.471 -0.060 0.906  0.1221
C6 -0.556 0.197 -0.724  -0.4833
H1 -0.521 1.121 2.710  0.2172
H2 0.403 1.852 1.386  0.2127
H3 1.259 2.140 -0.837  0.4782
H4 -1.096 1.118 -0.930  0.2259
H5 0.741 -0.542 -3.139  0.2178
H6 -1.067 -0.648 -1.180  0.2135
H7 2.356 -0.635 -2.420  0.2306
H8 -1.574 -1.924 0.852  0.2073
H9 1.095 -1.747 -1.877  0.2097
H10 0.797 -1.658 0.880  0.3268
H11 -1.410 -1.214 2.458  0.2198
H12 -2.536 -0.508 1.297  0.2209
H13 -1.382 1.859 1.334  0.2043

Values from the calculation:
Gap between HOMO and LUMO = 9.706 eV
HOMO level = -8.912 eV
Energy relative to the best compared isomer or geometry (same formula, charge and spin) = 204.1 kJ/mol
Net charge = 0



# 2
C6H13NO2 in the gas phase, computed with wB97M-V/def2-TZVPD.

Last column: natural (NBO) charge in e.
Geometry (Å):
O1 0.891 -1.549 1.181  -0.5463
O2 1.887 -1.122 -0.741  -0.6936
N1 1.709 1.844 0.032  -0.8638
C1 -0.421 1.046 -0.628  -0.3917
C2 -2.524 0.487 0.785  -0.6168
C3 0.721 0.749 0.335  -0.1947
C4 -1.743 0.263 -0.487  -0.2255
C5 1.193 -0.680 0.401  0.7980
C6 -1.479 -1.270 -0.735  -0.6391
H1 -2.362 0.620 -1.280  0.1960
H2 -2.484 -1.830 -0.559  0.2099
H3 -1.906 0.224 1.702  0.2044
H4 1.821 -0.427 -1.438  0.4768
H5 2.744 1.665 -0.250  0.3791
H6 -0.820 -1.537 0.142  0.2271
H7 -0.033 0.980 -1.679  0.2050
H8 0.450 0.980 1.368  0.2231
H9 1.838 2.405 0.896  0.3706
H10 -0.657 2.143 -0.694  0.2369
H11 -3.306 -0.205 0.968  0.2175
H12 -2.971 1.446 0.759  0.2121
H13 -0.986 -1.562 -1.702  0.2151

Values from the calculation:
Gap between HOMO and LUMO = 10.491 eV
HOMO level = -9.845 eV
Energy relative to the best compared isomer or geometry (same formula, charge and spin) = 172.3 kJ/mol
Net charge = 0



# 3
C6H13NO2 in the gas phase, computed with wB97M-V/def2-TZVPD.

Last column: natural (NBO) charge in e.
Geometry (Å):
O1 2.601 -1.758 0.445  -0.5826
O2 3.627 0.057 -0.233  -0.6813
N1 1.561 1.487 -0.455  -0.8639
C1 1.247 0.223 0.206  -0.1676
C2 2.524 -0.613 0.117  0.7720
C3 -1.546 0.388 1.329  -0.6185
C4 -1.266 0.067 -0.203  -0.2092
C5 -2.354 -0.826 -0.870  -0.6098
C6 0.083 -0.656 -0.263  -0.4050
H1 1.034 2.299 -0.163  0.3841
H2 0.068 -1.543 0.373  0.2345
H3 0.264 -0.991 -1.239  0.2041
H4 1.518 1.401 -1.461  0.3732
H5 1.135 0.374 1.260  0.2232
H6 -0.841 1.112 1.713  0.1992
H7 -1.153 0.998 -0.742  0.1885
H8 -2.324 -1.811 -0.372  0.2047
H9 -2.565 0.813 1.543  0.2152
H10 -2.154 -1.050 -1.925  0.2126
H11 -3.393 -0.463 -0.726  0.2135
H12 -1.413 -0.523 1.943  0.2085
H13 3.345 1.015 -0.277  0.5047

Values from the calculation:
Gap between HOMO and LUMO = 10.385 eV
HOMO level = -9.774 eV
Energy relative to the best compared isomer or geometry (same formula, charge and spin) = 33.2 kJ/mol
Net charge = 0



# 4
C6H13NO3 in the gas phase, computed with wB97M-V/def2-TZVPD.

Last column: natural (NBO) charge in e.
Geometry (Å):
O1 -1.637 2.731 -0.259  -0.7291
O2 -4.198 1.338 -0.161  -0.7311
O3 1.638 -0.773 0.922  -0.8242
N1 1.504 -0.348 -1.231  -0.6233
C1 -1.118 1.418 -0.405  0.1179
C2 -3.360 0.195 -0.364  0.0930
C3 -4.048 -1.079 0.095  -0.6322
C4 1.167 0.299 -0.221  0.5349
C5 0.305 1.452 0.146  -0.5186
C6 -1.997 0.388 0.298  -0.4570
H1 -3.461 -1.957 -0.206  0.2204
H2 0.278 1.530 1.245  0.2318
H3 -4.437 1.390 0.771  0.4669
H4 -2.137 0.687 1.351  0.2021
H5 1.009 -0.641 1.644  0.4606
H6 0.803 2.360 -0.230  0.2690
H7 -4.146 -1.094 1.191  0.2007
H8 -1.471 -0.578 0.296  0.2228
H9 1.951 -1.315 -0.621  0.4178
H10 -1.067 1.163 -1.478  0.1739
H11 -3.214 0.154 -1.455  0.1847
H12 -2.604 2.650 -0.253  0.4931
H13 -5.050 -1.160 -0.349  0.2257

Values from the calculation:
Gap between HOMO and LUMO = 10.578 eV
HOMO level = -9.964 eV
Energy relative to the best compared isomer or geometry (same formula, charge and spin) = 326.1 kJ/mol
Net charge = 0



# 5
2 unconnected molecules or ions with the total composition C6H13NO3, computed with wB97M-V/def2-TZVPD.

Last column: natural (NBO) charge in e.
Geometry (Å):
O1 1.440 0.834 2.217  -0.7240
O2 -1.482 -1.520 1.425  -0.8219
O3 -2.682 -0.052 -0.133  -0.5691
N1 0.422 -0.542 -0.132  -0.8665
C1 1.034 0.761 -0.127  0.0721
C2 1.017 1.530 -1.413  -0.4248
C3 0.822 1.534 1.149  -0.0565
C4 -2.006 -1.063 -0.047  0.8520
C5 -2.297 -2.269 -0.899  -0.7258
C6 2.322 0.989 -0.881  -0.4306
H1 0.927 0.949 3.021  0.4708
H2 -1.430 -2.939 -0.929  0.2303
H3 -0.261 1.627 1.333  0.1726
H4 0.858 -1.203 -0.765  0.3701
H5 1.250 2.545 1.048  0.1695
H6 -1.699 -0.801 2.031  0.4753
H7 2.760 0.130 -1.392  0.2114
H8 -3.133 -2.825 -0.452  0.2548
H9 0.249 -1.073 0.969  0.4455
H10 3.046 1.693 -0.467  0.2176
H11 0.845 2.607 -1.371  0.2147
H12 -2.576 -1.947 -1.907  0.2426
H13 0.573 1.036 -2.279  0.2198

Values from the calculation:
Gap between HOMO and LUMO = 9.141 eV
HOMO level = -8.516 eV
Energy relative to the best compared isomer or geometry (same formula, charge and spin) = 370.3 kJ/mol
Net charge = 0



# 6
C6H13NO3S in the gas phase, computed with wB97M-V/def2-TZVPD.

Last column: natural (NBO) charge in e.
Geometry (Å):
S1 -1.864 0.235 0.074  2.2985
O1 0.478 1.594 -0.990  -0.7307
O2 -2.897 -0.647 0.493  -0.9495
O3 -1.724 1.505 0.748  -0.9599
N1 -2.325 0.478 -1.549  -1.0872
C1 0.960 1.207 1.433  -0.6266
C2 -0.170 -1.921 -0.728  -0.4012
C3 2.262 0.101 -0.314  -0.6079
C4 -0.207 -0.537 0.082  -0.3152
C5 0.802 0.622 0.023  0.2447
C6 0.004 -1.844 0.782  -0.4284
H1 -0.921 -2.172 1.446  0.2510
H2 -3.353 0.462 -1.700  0.4153
H3 -0.255 2.088 -0.601  0.4786
H4 -1.897 1.321 -2.009  0.3998
H5 -1.098 -2.280 -1.209  0.2527
H6 0.943 -1.957 1.339  0.2384
H7 2.006 1.165 1.793  0.2085
H8 3.004 0.741 0.112  0.2171
H9 2.293 -0.968 0.005  0.2017
H10 0.770 -2.195 -1.192  0.2276
H11 0.614 2.197 1.337  0.2282
H12 0.274 0.637 2.075  0.2191
H13 2.301 0.167 -1.451  0.2253

Values from the calculation:
Gap between HOMO and LUMO = 10.931 eV
HOMO level = -10.253 eV
Energy relative to the best compared isomer or geometry (same formula, charge and spin) = 258.3 kJ/mol
Net charge = 0



# 7
C6H13NO4 in the gas phase, computed with wB97M-V/def2-TZVPD.

Last column: natural (NBO) charge in e.
Geometry (Å):
O1 -0.192 1.261 0.312  -0.3287
O2 -4.051 3.468 -0.654  -0.7188
O3 -2.330 1.777 0.121  -0.3848
O4 -1.736 -0.206 0.973  -0.3689
N1 -1.335 0.850 0.499  0.7213
C1 -4.130 0.239 -0.538  -0.6493
C2 -5.341 4.531 1.857  -0.4004
C3 -4.990 5.315 3.111  -0.5998
C4 -4.482 3.283 1.736  -0.4092
C5 -4.514 2.592 0.379  0.0801
C6 -3.702 1.277 0.429  0.0696
H1 -5.564 2.380 0.139  0.1782
H2 -3.436 3.535 1.954  0.2027
H3 -5.658 6.174 3.197  0.2109
H4 -5.113 -0.152 -0.247  0.2295
H5 -5.103 4.693 4.006  0.1999
H6 -5.160 5.121 0.956  0.2161
H7 -3.153 3.155 -0.881  0.4835
H8 -4.201 0.674 -1.546  0.2238
H9 -3.676 0.878 1.449  0.2151
H10 -6.397 4.238 1.863  0.1930
H11 -3.956 5.673 3.051  0.2049
H12 -4.774 2.555 2.506  0.1948
H13 -3.407 -0.576 -0.489  0.2363

Values from the calculation:
Gap between HOMO and LUMO = 10.410 eV
HOMO level = -10.452 eV
Energy relative to the best compared isomer or geometry (same formula, charge and spin) = 378.3 kJ/mol
Net charge = 0



# 8
C6H13NO4 in the gas phase, computed with wB97M-V/def2-TZVPD.

Last column: natural (NBO) charge in e.
Geometry (Å):
O1 1.935 0.311 -2.596  -0.6990
O2 -1.680 0.599 2.037  -0.7083
O3 0.791 -0.356 1.888  -0.7353
O4 -0.174 2.004 0.380  -0.7212
N1 -0.092 -1.223 -1.324  -0.6783
C1 -0.078 0.265 -1.281  -0.1049
C2 0.041 -1.903 0.031  -0.2566
C3 -1.240 -0.099 0.907  0.0497
C4 -0.250 -1.088 1.291  0.0432
C5 1.417 0.543 -1.332  -0.0860
C6 -0.840 0.882 -0.164  0.0496
H1 1.112 -2.401 0.064  0.2096
H2 1.841 0.117 -0.379  0.1660
H3 -0.770 -1.706 2.084  0.1877
H4 1.595 -0.597 -2.786  0.4684
H5 -0.734 -2.676 -0.046  0.2135
H6 0.690 1.644 0.798  0.4902
H7 0.818 -0.757 2.779  0.4903
H8 -2.041 -0.665 0.505  0.1653
H9 1.514 1.655 -1.329  0.1891
H10 -1.477 1.489 1.849  0.4835
H11 -1.774 1.268 -0.536  0.1856
H12 -0.582 0.771 -2.193  0.2172
H13 -0.837 -1.640 -1.929  0.3806

Values from the calculation:
Gap between HOMO and LUMO = 9.630 eV
HOMO level = -9.116 eV
Energy relative to the best compared isomer or geometry (same formula, charge and spin) = 195.7 kJ/mol
Net charge = 0



# 9
A molecular structure, C6H13NO7Zn, computed with wB97M-V/def2-TZVPD.

Last column: Löwdin spin population.
Geometry (Å):
Zn1 0.111 0.629 -0.928  0.0243
O1 -0.985 2.205 -0.102  0.4376
O2 1.224 -0.307 -2.330  0.0329
O3 3.013 0.738 -3.445  0.0007
O4 -1.517 1.570 -1.886  0.4649
O5 1.000 0.078 0.928  0.0012
O6 1.936 1.578 -1.696  0.0134
O7 -2.886 3.083 -0.939  0.0053
N1 -1.061 -0.966 -0.536  -0.0038
C1 2.101 0.653 -2.485  0.0008
C2 -1.821 -2.411 1.165  -0.0001
C3 -1.911 2.292 -0.965  0.0209
C4 0.266 -0.921 1.587  0.0000
C5 2.228 0.429 1.561  0.0002
C6 -1.072 -1.114 0.865  -0.0004
H1 0.811 -1.864 1.635  0.0000
H2 2.888 0.767 0.762  0.0001
H3 -1.684 -0.296 1.244  -0.0001
H4 -0.676 -1.877 -0.739  -0.0001
H5 -2.713 -2.491 0.543  0.0000
H6 -1.153 -3.256 0.995  0.0000
H7 0.229 -0.814 2.671  0.0001
H8 -2.017 -1.072 -0.844  -0.0001
H9 2.261 1.214 2.316  0.0000
H10 -2.713 3.452 -0.070  0.0021
H11 -1.979 -2.458 2.242  0.0000
H12 3.379 1.625 -3.453  0.0001
H13 2.741 -0.469 1.905  0.0001

Values from the calculation:
Gap between HOMO and LUMO (alpha / beta) = 9.840 / 4.727 eV
HOMO level (alpha / beta) = -13.012 / -12.784 eV
Net charge = +1
<S²> = 0.76
2S+1 = 2



# 10
2 unconnected molecules or ions with the total composition C6H13NP, computed with wB97M-V/def2-TZVPD.

Last column: natural (NBO) charge in e.
Geometry (Å):
P1 0.790 0.273 0.963  0.9722
N1 2.491 -0.271 -0.653  -0.7702
C1 -0.855 -0.558 1.303  -0.4032
C2 -1.459 -0.839 -0.031  -0.2092
C3 -1.336 1.843 -0.055  -0.6479
C4 -2.939 -1.025 -0.304  -0.6247
C5 -0.846 0.512 0.199  -0.2610
C6 3.721 -0.100 0.096  -0.4356
H1 -3.071 -2.031 0.138  0.2364
H2 -2.248 2.013 0.471  0.2457
H3 -3.612 -0.449 0.243  0.2261
H4 3.858 0.985 0.398  0.2242
H5 2.293 0.409 -1.431  0.4022
H6 -0.610 2.502 0.309  0.2267
H7 3.593 -0.706 0.956  0.2111
H8 -0.901 -1.370 -0.781  0.2219
H9 4.638 -0.394 -0.428  0.2284
H10 -3.184 -1.060 -1.342  0.2424
H11 2.470 -1.106 -1.140  0.3930
H12 -1.294 -0.769 2.253  0.2690
H13 -1.497 2.140 -1.165  0.2525

Values from the calculation:
Gap between HOMO and LUMO = 9.127 eV
HOMO level = -14.047 eV
Energy relative to the best compared isomer or geometry (same formula, charge and spin) = 158.3 kJ/mol
Net charge = +1



# 11
C6H13NS in the gas phase, computed with wB97M-V/def2-TZVPD.

Last column: Löwdin spin population.
Geometry (Å):
S1 0.924 0.613 0.506  0.4818
N1 1.858 -0.282 -0.343  0.5891
C1 -1.097 -0.071 0.355  0.4827
C2 -2.121 0.790 1.003  0.0613
C3 -1.149 -1.558 0.223  0.0423
C4 0.706 1.869 -0.785  0.0303
C5 -1.228 -0.604 -1.008  0.0615
C6 2.806 -1.137 0.279  0.0826
H1 -0.171 2.486 -0.677  0.0004
H2 2.393 -1.551 1.362  0.0147
H3 3.846 -0.745 0.553  0.0380
H4 1.551 2.719 -0.740  0.0107
H5 -2.410 1.494 0.336  0.0010
H6 0.948 1.469 -1.661  0.0033
H7 -0.201 -2.208 0.152  0.0132
H8 -2.106 -1.966 0.586  0.0092
H9 3.084 -2.076 -0.194  0.0077
H10 -3.002 0.221 1.396  0.0255
H11 -2.235 -0.310 -1.556  0.0175
H12 -0.524 -0.434 -1.774  0.0118
H13 -1.872 1.281 1.986  0.0154

Values from the calculation:
Gap between HOMO and LUMO (alpha / beta) = 5.435 / 7.708 eV
HOMO level (alpha / beta) = -4.465 / -9.129 eV
Energy relative to the best compared isomer or geometry (same formula, charge and spin) = 371.1 kJ/mol
Net charge = 0
<S²> = 2.01
2S+1 = 3



# 12
A molecular structure, C6H13NiO3, computed with wB97M-V/def2-TZVPD.

Last column: Löwdin spin population.
Geometry (Å):
Ni1 -2.924 1.212 0.083  1.6771
O1 -2.028 2.459 -1.029  0.1183
O2 -1.187 0.235 0.202  0.0652
O3 -3.720 -0.321 0.861  0.1154
C1 -1.522 -1.150 0.291  0.0030
C2 -2.737 -1.238 1.216  0.0074
C3 -0.666 2.174 -1.054  0.0081
C4 3.152 -0.129 -0.532  0.7086
C5 -0.400 0.677 -0.900  0.0225
C6 3.389 -0.691 0.825  0.1159
H1 -1.776 -1.513 -0.719  -0.0004
H2 2.920 -0.072 1.610  0.0145
H3 -3.105 -2.282 1.168  0.0005
H4 -0.192 2.492 -2.004  0.0004
H5 4.467 -0.726 1.073  0.0374
H6 -0.124 2.706 -0.244  0.0024
H7 3.098 -0.787 -1.402  0.0402
H8 3.015 -1.722 0.911  0.0012
H9 0.707 0.438 -0.744  0.0210
H10 -0.717 0.131 -1.806  -0.0002
H11 -0.666 -1.727 0.674  0.0009
H12 -2.389 -1.077 2.257  0.0024
H13 3.406 0.913 -0.737  0.0381

Values from the calculation:
Gap between HOMO and LUMO (alpha / beta) = 9.080 / 8.993 eV
HOMO level (alpha / beta) = -8.426 / -9.273 eV
Energy relative to the best compared isomer or geometry (same formula, charge and spin) = 5.0 kJ/mol
Net charge = 0
<S²> = 3.76
2S+1 = 4



Ordered E results: -441.602270; -441.614397; -441.667350; -516.814892; -516.798058; -915.003466; -591.990342; -592.059884; -2596.926212; -632.157291; -689.048061; -1970.301829; unit hartree.
Ordered strongest force on any atom results: 2.178; 3.123; 1.756; 5.010; 5.000; 3.803; 2.752; 4.031; 4.097; 3.245; 5.759; 1.567; unit eV Å⁻¹.